[1]
{"formula": "C22H42Li7O19P2", "method": "ωB97M-V/def2-TZVPD", "symbols": ["Li", "Li", "Li", "Li", "Li", "Li", "Li", "P", "O", "O", "O", "O", "P", "O", "O", "O", "O", "O", "C", "O", "O", "H", "O", "C", "O", "O", "H", "C", "C", "C", "O", "C", "H", "H", "H", "H", "H", "H", "H", "H", "C", "C", "C", "O", "C", "H", "H", "H", "H", "H", "H", "H", "H", "C", "C", "C", "O", "C", "H", "H", "H", "H", "H", "H", "H", "H", "C", "C", "C", "O", "C", "H", "H", "H", "H", "H", "H", "H", "H", "C", "C", "C", "O", "C", "H", "H", "H", "H", "H", "H", "H", "H"], "coordinates": [[4.822, 0.905, 1.210], [2.156, -1.069, -2.469], [3.073, -2.056, 1.383], [3.577, 2.177, -1.312], [1.623, 0.041, 0.325], [3.514, -3.148, -1.457], [0.000, -3.035, 1.952], [1.270, -3.007, -0.133], [1.686, -2.655, -1.573], [0.286, -4.135, 0.245], [1.054, -1.731, 0.756], [2.629, -3.684, 0.317], [3.907, -0.222, -0.827], [4.282, -1.490, -1.624], [3.524, -0.423, 0.672], [2.555, 0.401, -1.382], [4.802, 0.961, -0.682], [2.705, -4.327, 4.857], [2.214, -3.712, 3.771], [2.946, -2.855, 3.267], [1.199, -4.196, 3.195], [3.553, -3.877, 4.865], [2.438, 4.246, 2.051], [2.952, 3.286, 1.359], [3.825, 2.590, 1.920], [2.663, 3.252, 0.161], [2.952, 4.005, 2.826], [-2.065, 2.479, -0.222], [-2.390, 1.060, 0.305], [-1.186, 0.274, -0.196], [-0.068, 1.072, 0.225], [-0.513, 2.462, 0.033], [-2.489, 3.376, 0.231], [-2.205, 2.570, -1.299], [-3.354, 0.601, 0.084], [-2.429, 1.044, 1.394], [-1.075, -0.033, -1.236], [-1.116, -0.691, 0.306], [-0.085, 2.934, -0.851], [-0.244, 3.090, 0.882], [-0.787, -0.589, -5.265], [-1.366, -1.773, -4.556], [-0.543, -1.860, -3.269], [0.184, -0.613, -3.297], [-0.458, 0.304, -4.137], [-1.526, 0.036, -5.766], [0.037, -0.807, -5.944], [-1.303, -2.713, -5.104], [-2.412, -1.599, -4.305], [-0.009, -2.810, -3.262], [-1.232, -1.850, -2.425], [0.212, 1.101, -4.460], [-1.292, 0.798, -3.639], [-0.151, 1.067, 3.711], [-0.129, 1.220, 5.200], [0.406, -0.174, 5.524], [-0.127, -1.063, 4.582], [-0.650, -0.354, 3.480], [0.822, 1.308, 3.284], [-0.764, 1.780, 3.160], [-1.136, 1.283, 5.612], [0.537, 2.050, 5.437], [0.052, -0.386, 6.533], [1.493, -0.135, 5.598], [-1.728, -0.486, 3.387], [-0.181, -0.721, 2.566], [-0.423, 5.080, -5.014], [0.976, 4.451, -4.776], [0.878, 3.732, -3.520], [-0.535, 3.361, -3.450], [-1.353, 4.431, -3.963], [-0.736, 4.870, -6.037], [-0.434, 6.167, -4.926], [1.714, 5.247, -4.883], [1.215, 3.862, -5.662], [1.186, 4.334, -2.665], [1.547, 2.877, -3.426], [-1.730, 5.144, -3.229], [-2.237, 4.187, -4.553], [-3.993, -3.979, 1.824], [-3.658, -4.007, 3.255], [-2.170, -3.665, 3.189], [-1.952, -2.652, 2.110], [-2.925, -3.031, 1.151], [-4.951, -3.578, 1.495], [-3.904, -4.877, 1.212], [-3.896, -4.973, 3.699], [-4.074, -3.199, 3.856], [-1.465, -4.493, 3.111], [-2.074, -3.145, 4.142], [-2.531, -3.524, 0.262], [-3.410, -2.113, 0.819]], "lowdin_charge": [0.73, 0.65, 0.63, 0.70, 0.61, 0.70, 0.61, -0.03, -0.53, -0.41, -0.53, -0.52, -0.08, -0.45, -0.56, -0.56, -0.48, 0.08, -0.83, -0.08, -0.07, 0.09, 0.14, -0.90, -0.08, -0.06, 0.11, -0.13, -0.14, -0.19, -0.19, -0.14, 0.10, 0.09, 0.10, 0.10, 0.11, 0.10, 0.10, 0.11, -0.18, -0.16, -0.17, -0.19, -0.23, 0.11, 0.12, 0.11, 0.11, 0.11, 0.11, 0.12, 0.13, -0.18, -0.16, -0.22, -0.10, -0.20, 0.12, 0.10, 0.11, 0.11, 0.11, 0.12, 0.12, 0.09, -0.15, -0.18, -0.19, -0.16, -0.18, 0.10, 0.10, 0.11, 0.11, 0.13, 0.12, 0.11, 0.11, -0.17, -0.17, -0.15, -0.21, -0.20, 0.10, 0.11, 0.12, 0.12, 0.13, 0.12, 0.11, 0.10], "homo_lumo_gap_ev": 5.91, "total_charge": -1, "lumo_energy_ev": 1.7, "homo_ev": -4.180, "mol_weight_g_mol": 721.094, "multiplicity": 1}



[2]
{"formula": "C3H5IOS", "method": "ωB97M-V/def2-TZVPD", "symbols": ["C", "C", "C", "O", "S", "I", "H", "H", "H", "H", "H"], "coordinates": [[-0.702, -0.087, 0.383], [0.034, -1.242, -0.260], [0.230, 1.159, -1.068], [-0.937, 1.001, -0.469], [1.125, -0.235, -1.338], [1.526, 1.148, 2.953], [-1.742, -0.434, 0.667], [-0.186, 0.245, 1.375], [0.608, -1.912, 0.274], [-0.498, -1.758, -0.934], [0.541, 2.114, -1.584]], "lowdin_spin": [0.07, 0.02, 0.55, 0.17, 0.24, 0.87, 0.00, 0.04, 0.00, 0.01, 0.02], "homo_lumo_gap_ev": [7.12, 6.36], "total_charge": 0, "s2": 2.01, "lumo_energy_ev": [0.8, -3.2], "homo_ev": [-6.361, -9.575], "de_lowest_kcal_mol": 2.07, "mol_weight_g_mol": 216.043, "multiplicity": 3}



Q: Which formula does entry 1 have?
A: C22H42Li7O19P2



Q: Among the records above, which one has the highest multiplicity?
A: C3H5IOS



Q: Among the records above, which one has the lowest multiplicity?
A: C22H42Li7O19P2